(1)
Entry from the OMol25 dataset: a 11-piece molecular cluster, C17H56O11 overall at a distorted geometry (wB97M-V/def2-TZVPD).

```
! RIJCOSX wB97M-V def2-TZVPD def2/J DEFGRID3
* xyz 0 1
C -7.408 -1.364 1.828
O -8.538 -0.738 1.260
H -7.074 -2.054 1.053
H -6.633 -0.716 2.237
H -7.651 -2.010 2.672
H -8.229 0.049 0.805
C -0.250 -0.868 -0.061
O -1.525 -0.550 0.523
H 0.276 0.081 -0.168
H 0.309 -1.478 0.648
H -0.314 -1.420 -0.999
H -2.124 -1.233 0.213
C 2.950 6.116 -0.041
O 3.738 5.837 1.138
H 2.497 5.207 -0.437
H 2.096 6.741 0.219
H 3.680 6.659 -0.641
H 3.128 5.452 1.772
C -2.746 2.718 -4.272
O -4.029 3.325 -4.421
H -1.939 3.346 -4.649
H -2.418 2.602 -3.239
H -2.679 1.748 -4.766
H -4.115 3.499 -5.361
C -2.305 -3.088 -4.956
O -1.861 -4.290 -4.460
H -1.481 -2.377 -4.893
H -2.678 -3.278 -5.962
H -3.160 -2.843 -4.326
H -1.161 -4.660 -5.003
C 2.310 -6.488 0.004
C 3.622 -6.260 0.704
C 4.762 -6.800 -0.144
O 3.871 -4.888 0.878
H 2.122 -7.541 -0.205
H 2.182 -6.010 -0.967
H 1.491 -6.167 0.648
H 3.625 -6.707 1.698
H 5.645 -6.309 0.265
H 4.641 -6.638 -1.215
H 4.865 -7.880 -0.041
H 4.251 -4.543 0.068
C 4.671 -1.168 -3.844
C 6.167 -0.913 -3.578
C 6.570 0.526 -3.896
O 6.550 -1.285 -2.265
H 4.387 -0.684 -4.778
H 4.118 -0.736 -3.009
H 4.428 -2.222 -3.979
H 6.683 -1.511 -4.329
H 5.972 1.220 -3.306
H 6.398 0.750 -4.949
H 7.617 0.753 -3.694
H 7.232 -0.657 -2.012
C 4.975 1.766 4.841
C 3.491 1.543 5.172
C 3.210 1.511 6.685
O 2.657 2.617 4.624
H 5.367 2.606 5.416
H 5.281 1.908 3.804
H 5.583 1.038 5.377
H 3.227 0.530 4.867
H 2.249 1.057 6.926
H 2.922 2.477 7.098
H 3.777 0.942 7.422
H 1.750 2.383 4.836
C -5.831 5.162 0.017
C -6.460 3.909 0.625
C -7.716 4.279 1.455
O -6.836 3.170 -0.464
H -4.824 4.900 -0.306
H -5.540 5.938 0.723
H -6.410 5.824 -0.627
H -5.707 3.313 1.140
H -8.613 4.474 0.868
H -7.473 5.092 2.140
H -8.134 3.503 2.096
H -6.310 3.192 -1.267
O -2.000 1.517 4.526
H -2.031 1.136 3.648
H -2.559 0.948 5.054
O -3.532 -4.657 0.038
H -3.229 -4.822 -0.855
H -3.826 -5.511 0.354
*
```

Summary:
lowest unoccupied orbital energy	0.09	eV
HOMO	-10.02	eV
energy relative to the best compared isomer or geometry (same formula, charge and spin)	3.110	eV
DFT total energy	-41054.3301	eV
structure (SMILES)	CC(C)O.CC(C)O.CC(C)O.CC(C)O.CO.CO.CO.CO.CO.O.O
gap between HOMO and LUMO	0.3715	Eh

(2)
Entry from the OMol25 dataset: C25H33FGaN6O2S2Se3Te as an isolated structure (wB97M-V/def2-TZVPD).

```
! RIJCOSX wB97M-V def2-TZVPD def2/J DEFGRID3
* xyz -1 1
Ga -2.244 -2.441 -0.748
Se -3.640 -4.316 -0.106
Se -3.141 -5.394 -2.116
Te -0.649 -5.558 -1.816
Se -0.187 -3.083 -1.908
N 4.503 -0.527 3.309
C 3.213 -0.980 3.040
C 2.134 -0.568 3.825
C 0.857 -1.033 3.571
C 0.639 -1.915 2.524
C 1.711 -2.361 1.755
C 2.988 -1.900 2.014
S -0.958 -2.587 2.157
O -0.687 -3.814 1.467
O -1.729 -2.589 3.369
N -1.683 -1.622 1.046
C -2.307 -0.481 1.505
N -3.410 -0.120 0.839
C -4.047 0.961 1.251
C -3.631 1.696 2.351
C -2.467 1.255 2.955
N -1.783 0.199 2.534
H 4.548 0.361 3.782
H 5.128 -0.562 2.519
H 2.308 0.121 4.644
H 0.019 -0.720 4.176
H 1.528 -3.082 0.965
H 3.822 -2.255 1.419
H -4.930 1.237 0.682
H -4.166 2.566 2.702
H -2.041 1.788 3.801
F -5.267 1.043 -4.778
C -4.588 0.277 -3.882
C -3.235 0.095 -4.046
C -2.561 -0.702 -3.121
C -3.217 -1.291 -2.043
C -4.593 -1.077 -1.928
C -5.292 -0.300 -2.841
H -2.721 0.560 -4.878
H -1.497 -0.856 -3.260
H -5.137 -1.534 -1.109
H -6.360 -0.143 -2.763
C 4.146 0.942 0.247
C 4.852 -0.044 -0.680
C 4.127 -0.316 -1.997
C 2.859 -1.159 -1.909
N 1.768 -0.514 -1.204
C 0.948 0.411 -1.746
S 1.114 0.970 -3.319
N -0.021 0.840 -0.906
C -0.947 1.925 -1.189
C -0.287 3.307 -1.200
C 0.566 3.625 0.025
C -0.194 3.577 1.344
H 4.792 1.230 1.079
H 3.227 0.528 0.661
H 3.881 1.854 -0.295
H 5.020 -0.994 -0.158
H 5.846 0.348 -0.915
H 4.812 -0.835 -2.674
H 3.869 0.630 -2.478
H 3.050 -2.100 -1.386
H 2.523 -1.413 -2.915
H 1.472 -0.934 -0.335
H 0.013 0.501 0.044
H -1.728 1.866 -0.427
H -1.421 1.740 -2.150
H -1.083 4.052 -1.304
H 0.337 3.376 -2.091
H 1.002 4.620 -0.105
H 1.408 2.928 0.065
H -1.071 4.229 1.318
H 0.438 3.894 2.176
H -0.544 2.570 1.568
*
```

Summary:
lowest unoccupied orbital energy	2.31	eV
HOMO	-4.60	eV
energy relative to the best compared isomer or geometry (same formula, charge and spin)	0.353	eV
DFT total energy	-319599.5115	eV
gap between HOMO and LUMO	0.2538	Eh

(3)
Entry from the OMol25 dataset: C16H12LiNO as an isolated structure at a distorted geometry (wB97M-V/def2-TZVPD).

```
! RIJCOSX wB97M-V def2-TZVPD def2/J DEFGRID3
* xyz 0 1
C -5.965 -1.027 0.967
C -5.724 0.355 0.938
C -4.419 0.845 0.873
C -3.329 -0.038 0.830
N -2.018 0.509 0.691
C -0.933 -0.035 0.840
O 0.052 -0.651 1.048
C -3.562 -1.422 0.887
C -4.874 -1.906 0.950
H -6.988 -1.406 1.003
H -6.559 1.057 0.962
H -4.209 1.912 0.846
H -2.714 -2.106 0.873
H -5.059 -2.983 0.984
C 2.851 2.116 -1.902
Li 5.146 0.126 0.507
C 1.857 2.522 -0.977
C 1.729 1.513 0.012
C 2.684 0.485 -0.260
C 3.401 0.864 -1.456
C 4.462 0.056 -1.875
C 4.674 -1.186 -1.275
C 3.916 -1.581 -0.153
C 2.998 -0.697 0.416
H 3.243 2.663 -2.755
H 1.298 3.456 -1.012
H 1.128 1.572 0.915
H 5.026 0.380 -2.758
H 5.410 -1.878 -1.697
H 4.071 -2.559 0.287
H 2.408 -0.957 1.294
*
```

Summary:
lowest unoccupied orbital energy	-0.69	eV
HOMO	-6.28	eV
DFT total energy	-20528.4957	eV
gap between HOMO and LUMO	0.2052	Eh

(4)
Entry from the OMol25 dataset: C11H13BBrNRu as an isolated structure at a distorted geometry (wB97M-V/def2-TZVPD).

```
! RIJCOSX wB97M-V def2-TZVPD def2/J DEFGRID3
* xyz -1 6
C -1.349 -0.933 -2.231
C -1.778 -2.055 -1.435
C -2.346 -1.456 -0.139
H -1.349 -3.082 -1.534
C -2.299 -0.006 -0.346
C -1.874 0.250 -1.687
H -2.015 1.223 -2.193
H -0.863 -0.960 -3.213
H -2.597 -2.046 0.764
H -2.801 0.722 0.311
Ru -0.569 -1.478 0.644
Br 1.336 -3.030 1.375
C 2.356 1.646 -0.102
C 1.672 2.463 -1.040
C 1.379 1.636 -2.221
H 1.210 3.485 -0.850
C 1.910 0.348 -1.988
C 2.460 0.321 -0.652
H 2.856 -0.636 -0.128
H 2.587 1.897 0.971
H 0.634 1.861 -3.046
H 1.594 -0.649 -2.497
B -0.002 0.062 4.036
C -0.055 0.186 2.517
N -0.130 0.219 1.267
H -0.994 0.575 4.633
H 1.028 0.586 4.506
H -0.003 -1.146 4.280
*
```

Summary:
lowest unoccupied orbital energy (spin up / spin down)	3.28 / 1.01	eV
HOMO (spin up / spin down)	-3.78 / -4.74	eV
energy relative to the best compared isomer or geometry (same formula, charge and spin)	1.342	eV
DFT total energy	-86403.3725	eV
<S²>	8.79
gap between HOMO and LUMO (spin up / spin down)	0.2597 / 0.2114	Eh

(5)
Entry from the OMol25 dataset: an isolated molecule of C4H7FO at a distorted geometry (wB97M-V/def2-TZVPD).

```
! RIJCOSX wB97M-V def2-TZVPD def2/J DEFGRID3
* xyz 0 1
C 0.537 1.352 0.057
C 0.341 -0.162 -0.095
C -0.526 -0.988 0.802
C -1.038 -0.608 -0.537
H -0.398 1.943 -0.124
H 0.756 1.460 1.127
H 1.370 1.825 -0.522
H 2.115 -0.432 -0.748
H -1.052 -0.451 1.565
H -0.310 -2.025 1.098
H -0.967 -1.294 -1.370
O 1.302 -0.867 -0.704
F -2.129 0.247 -0.549
*
```

Summary:
lowest unoccupied orbital energy	0.90	eV
HOMO	-9.18	eV
energy relative to the best compared isomer or geometry (same formula, charge and spin)	1.534	eV
DFT total energy	-9024.7365	eV
structure (SMILES)	C[C@@]1(O)C[C@H]1F
gap between HOMO and LUMO	0.3703	Eh

(6)
Entry from the OMol25 dataset: an isolated molecule of C6H12O at a distorted geometry (wB97M-V/def2-TZVPD).

```
! RIJCOSX wB97M-V def2-TZVPD def2/J DEFGRID3
* xyz 0 1
C -1.428 -0.371 1.307
C -0.519 0.408 0.360
C -1.310 1.573 -0.274
C 0.159 -0.548 -0.611
C 1.277 -0.008 -1.457
C 1.651 -1.007 -0.455
O 2.420 -0.671 0.646
H -0.878 -1.198 1.769
H -1.821 0.267 2.106
H -2.280 -0.796 0.761
H 0.299 0.860 0.937
H -1.699 2.237 0.513
H -2.175 1.227 -0.854
H -0.694 2.194 -0.934
H -0.119 -1.585 -0.589
H 1.399 -0.169 -2.521
H 1.576 0.978 -1.102
H 1.848 -2.003 -0.884
H 2.294 -1.390 1.281
*
```

Summary:
lowest unoccupied orbital energy	0.86	eV
HOMO	-8.75	eV
energy relative to the best compared isomer or geometry (same formula, charge and spin)	2.121	eV
DFT total energy	-8462.2325	eV
structure (SMILES)	CC(C)[C@H]1C[C@H]1O
gap between HOMO and LUMO	0.3531	Eh

(7)
Entry from the OMol25 dataset: C30H36N4O2V as an isolated structure (wB97M-V/def2-TZVPD).

```
! RIJCOSX wB97M-V def2-TZVPD def2/J DEFGRID3
* xyz 2 2
V 1.077 1.876 -0.237
C 1.839 4.547 -3.281
C 2.317 3.752 -2.124
O 1.362 2.961 -1.572
C 3.557 3.722 -1.601
C 3.941 2.939 -0.457
C 5.323 3.089 0.081
N 3.080 2.135 0.114
N 3.530 1.489 1.268
C 2.518 1.135 1.967
O 1.272 1.444 1.488
C 2.569 0.391 3.218
C 1.406 0.172 3.956
C 1.475 -0.530 5.147
C 2.696 -1.013 5.598
C 3.856 -0.797 4.863
C 3.798 -0.096 3.674
H 1.236 3.924 -3.941
H 1.212 5.369 -2.928
H 2.674 4.964 -3.838
H 4.318 4.341 -2.053
H 5.922 3.724 -0.564
H 5.278 3.526 1.080
H 5.794 2.113 0.193
H 0.458 0.559 3.608
H 0.579 -0.696 5.729
H 2.746 -1.559 6.531
H 4.804 -1.172 5.222
H 4.694 0.084 3.095
C -5.899 1.242 0.700
C -5.194 0.845 -0.607
C -5.719 1.712 -1.765
C -5.489 -0.623 -0.908
C -3.707 1.110 -0.461
C -3.245 2.391 -0.136
C -1.897 2.637 -0.041
N -0.982 1.676 -0.235
C -1.399 0.428 -0.524
C -2.737 0.125 -0.662
C -0.309 -0.555 -0.734
C -0.491 -1.917 -0.750
C 0.589 -2.780 -0.987
C 1.839 -2.190 -1.176
C 1.975 -0.821 -1.098
N 0.925 -0.015 -0.888
C 0.364 -4.279 -1.051
C 1.673 -5.045 -1.228
C -0.319 -4.742 0.245
C -0.553 -4.558 -2.255
H -6.966 1.038 0.605
H -5.790 2.303 0.923
H -5.521 0.669 1.548
H -6.790 1.548 -1.879
H -5.234 1.451 -2.707
H -5.566 2.775 -1.580
H -6.566 -0.762 -0.984
H -5.133 -1.284 -0.114
H -5.057 -0.943 -1.858
H -3.935 3.205 0.033
H -1.520 3.625 0.195
H -3.032 -0.877 -0.934
H -1.478 -2.320 -0.580
H 2.720 -2.785 -1.362
H 2.939 -0.340 -1.200
H 2.369 -4.861 -0.408
H 2.166 -4.803 -2.171
H 1.461 -6.113 -1.242
H 0.292 -4.517 1.121
H -0.463 -5.822 0.205
H -1.302 -4.291 0.383
H -0.097 -4.227 -3.189
H -1.523 -4.068 -2.151
H -0.732 -5.631 -2.329
*
```

Summary:
lowest unoccupied orbital energy (spin up / spin down)	-7.75 / -7.25	eV
HOMO (spin up / spin down)	-13.91 / -13.92	eV
energy relative to the best compared isomer or geometry (same formula, charge and spin)	0.000	eV
DFT total energy	-67426.3266	eV
<S²>	0.77
gap between HOMO and LUMO (spin up / spin down)	0.2262 / 0.2454	Eh

(8)
Entry from the OMol25 dataset: C15H30BeFNO18 as an isolated structure at a distorted geometry (wB97M-V/def2-TZVPD).

```
! RIJCOSX wB97M-V def2-TZVPD def2/J DEFGRID3
* xyz 0 1
Be 22.447 21.718 -20.504
N 21.598 18.980 -23.420
O 21.445 20.221 -23.540
O 21.895 18.554 -22.324
O 21.552 18.174 -24.348
F 23.301 23.867 -18.027
C 26.197 20.185 -16.208
O 25.915 18.815 -16.611
C 25.197 18.598 -17.698
O 24.631 19.461 -18.336
O 25.163 17.303 -17.892
C 24.463 16.782 -19.025
H 25.413 20.925 -16.365
H 27.071 20.504 -16.776
H 26.582 20.287 -15.193
H 24.821 17.162 -19.982
H 23.376 16.845 -18.969
H 24.719 15.723 -19.011
C 17.109 22.604 -18.294
O 16.728 23.171 -19.527
C 17.633 23.235 -20.557
O 18.871 22.998 -20.461
O 17.009 23.629 -21.679
C 17.630 23.569 -22.933
H 16.349 22.845 -17.551
H 18.042 22.884 -17.805
H 17.107 21.547 -18.562
H 16.912 23.906 -23.681
H 18.014 22.605 -23.265
H 18.509 24.213 -22.977
C 21.814 27.461 -21.227
O 22.547 27.415 -22.434
C 23.035 26.261 -22.922
O 22.689 25.113 -22.594
O 23.842 26.568 -23.963
C 24.541 25.497 -24.578
H 22.325 27.016 -20.373
H 20.876 26.914 -21.325
H 21.561 28.484 -20.951
H 24.972 25.931 -25.480
H 23.855 24.695 -24.850
H 25.387 25.155 -23.981
C 21.219 20.846 -15.255
O 20.704 19.552 -15.571
C 20.363 19.214 -16.820
O 20.461 19.834 -17.869
O 19.782 17.991 -16.721
C 19.195 17.394 -17.849
H 20.657 21.574 -15.839
H 22.294 20.821 -15.432
H 20.982 20.916 -14.193
H 18.850 16.383 -17.633
H 19.953 17.272 -18.623
H 18.381 17.995 -18.256
C 27.319 23.680 -20.253
O 27.824 22.588 -20.963
C 27.050 21.789 -21.667
O 25.844 21.834 -21.747
O 27.784 20.833 -22.174
C 27.193 19.855 -23.036
H 27.998 24.532 -20.299
H 27.188 23.415 -19.204
H 26.365 24.016 -20.660
H 28.058 19.200 -23.143
H 26.814 20.304 -23.954
H 26.345 19.317 -22.613
*
```

Summary:
lowest unoccupied orbital energy	-5.61	eV
HOMO	-9.03	eV
energy relative to the best compared isomer or geometry (same formula, charge and spin)	0.000	eV
DFT total energy	-57491.3937	eV
gap between HOMO and LUMO	0.1254	Eh

Repeat the sixth record exactly.
Entry from the OMol25 dataset: an isolated molecule of C6H12O at a distorted geometry (wB97M-V/def2-TZVPD).

```
! RIJCOSX wB97M-V def2-TZVPD def2/J DEFGRID3
* xyz 0 1
C -1.428 -0.371 1.307
C -0.519 0.408 0.360
C -1.310 1.573 -0.274
C 0.159 -0.548 -0.611
C 1.277 -0.008 -1.457
C 1.651 -1.007 -0.455
O 2.420 -0.671 0.646
H -0.878 -1.198 1.769
H -1.821 0.267 2.106
H -2.280 -0.796 0.761
H 0.299 0.860 0.937
H -1.699 2.237 0.513
H -2.175 1.227 -0.854
H -0.694 2.194 -0.934
H -0.119 -1.585 -0.589
H 1.399 -0.169 -2.521
H 1.576 0.978 -1.102
H 1.848 -2.003 -0.884
H 2.294 -1.390 1.281
*
```

Summary:
lowest unoccupied orbital energy	0.86	eV
HOMO	-8.75	eV
energy relative to the best compared isomer or geometry (same formula, charge and spin)	2.121	eV
DFT total energy	-8462.2325	eV
structure (SMILES)	CC(C)[C@H]1C[C@H]1O
gap between HOMO and LUMO	0.3531	Eh

Q: DFT total energy of number 2 (C25H33FGaN6O2S2Se3Te)?
A: -319599.5115 eV